No. 1
DFT (ωB97M-V with the def2-TZVPD basis set) results for C28H47BeBrNP3 as an isolated structure at a distorted geometry.

- F_max: 0.0568 Eh/bohr
- Lowest unoccupied orbital energy (alpha / beta): -9.33 / -9.82 eV
- Highest occupied orbital energy (alpha / beta): -0.4676 / -0.4601 Eh
- Total energy: -4761.9168 Ha
- Total charge: +2
- Energy relative to the best compared isomer or geometry (same formula, charge and spin): 65.0 kcal per mole
- Kohn-Sham gap (alpha / beta): 3.39 / 2.70 eV

Each line ends with the Löwdin charge.
Element x y z (Å)
1 Br -1.70 -5.45 -1.12  0.7426
2 P -0.81 0.90 0.58  0.9475
3 P 2.36 -0.46 1.27  0.9663
4 P -2.55 -2.61 0.84  0.8476
5 N -1.39 4.75 -4.98  0.0796
6 C -0.97 1.23 2.39  -0.4168
7 C 0.57 -1.72 -1.20  -0.0714
8 C 3.87 -2.76 2.22  -0.1366
9 C -2.46 1.32 -0.15  -0.4115
10 C 4.24 0.55 3.24  -0.1345
11 C 2.57 -1.95 2.33  -0.4124
12 C -2.33 -4.10 1.90  -0.2811
13 C 0.17 -1.23 -2.44  -0.1956
14 C 3.51 -0.69 -0.18  -0.4071
15 C 0.04 0.19 -2.56  0.0425
16 C -0.65 1.13 -2.95  0.0568
17 C -0.24 -3.48 -3.26  -0.0024
18 C -3.29 2.43 0.50  -0.1332
19 C -0.81 2.67 2.88  -0.1392
20 C 0.08 -3.83 -1.99  -0.1947
21 C 3.14 0.92 2.24  -0.4076
22 C 0.73 -3.12 -1.01  -0.0716
23 C -2.40 3.95 -4.65  -0.1090
24 C -2.20 2.74 -3.99  -0.0153
25 C 4.96 -0.24 -0.03  -0.1352
26 C -4.07 -3.05 -0.09  -0.2777
27 C -0.89 2.37 -3.64  -0.2387
28 C 0.34 2.23 -0.03  -0.4045
29 C 0.17 3.22 -4.02  0.0043
30 C -0.25 3.59 -0.40  -0.1288
31 C -0.14 4.42 -4.69  -0.1040
32 C -3.31 -1.55 2.14  -0.2279
33 C -0.22 -2.09 -3.48  0.0776
34 Be -1.15 -3.39 -0.86  0.0332
35 H 0.66 -1.00 -0.36  -0.0094
36 H -2.59 -1.36 2.95  0.0578
37 H -1.57 -3.88 2.66  0.0575
38 H -0.48 -1.66 -4.45  0.1578
39 H 1.34 -3.52 -0.20  0.1522
40 H -3.03 0.37 -0.12  0.0377
41 H 3.99 -3.18 1.22  0.0619
42 H 2.41 -1.64 3.38  0.0817
43 H 1.13 2.34 0.73  0.0558
44 H 3.51 1.68 1.53  0.0801
45 H 3.89 -0.19 3.98  0.0700
46 H -0.20 0.59 2.85  0.0526
47 H -1.58 3.33 2.50  0.0637
48 H -2.00 -4.95 1.28  -0.0466
49 H -4.26 2.49 0.00  0.0826
50 H -3.41 4.27 -4.93  0.1199
51 H 0.80 1.78 -0.92  0.0318
52 H 1.72 -2.60 2.07  0.0452
53 H -4.17 -2.10 2.56  0.0782
54 H -3.85 -3.83 -0.82  -0.0156
55 H 3.46 -1.75 -0.49  0.0642
56 H -0.57 4.16 0.48  0.0710
57 H 4.53 1.46 3.79  0.0869
58 H 0.53 4.18 -0.90  0.0831
59 H -3.66 -0.59 1.74  0.0369
60 H -0.55 -4.18 -4.03  0.1574
61 H -3.04 2.10 -3.75  0.1134
62 H 3.82 -3.60 2.92  0.0824
63 H -2.28 1.53 -1.21  0.0371
64 H 5.02 0.82 0.24  0.0701
65 H 5.15 0.16 2.75  0.0646
66 H -4.84 -3.40 0.62  0.0715
67 H 2.30 1.38 2.79  0.0619
68 H 4.76 -2.18 2.48  0.0655
69 H 5.46 -0.36 -1.00  0.0852
70 H -3.49 2.26 1.56  0.0665
71 H 3.04 -0.11 -0.99  0.0673
72 H 0.67 5.11 -4.99  0.1232
73 H -3.29 -4.34 2.38  0.0707
74 H -1.08 3.51 -1.10  0.0548
75 H -0.89 2.68 3.98  0.0848
76 H -1.95 0.83 2.70  0.0492
77 H -4.42 -2.15 -0.62  0.0579
78 H 0.17 3.09 2.64  0.0665
79 H 1.21 2.97 -3.80  0.1228
80 H -2.81 3.42 0.39  0.0639
81 H 5.52 -0.83 0.69  0.0653


No. 2
DFT (ωB97M-V with the def2-TZVPD basis set) results for C28H47BrNO3P3V as an isolated structure at a distorted geometry.

- F_max: 0.1676 Eh/bohr
- Multiplicity: 2
- Lowest unoccupied orbital energy (alpha / beta): -15.34 / -15.31 eV
- Highest occupied orbital energy (alpha / beta): -0.6745 / -0.6744 Eh
- Total energy: -5915.8991 Ha
- Total charge: +4
- Energy relative to the best compared isomer or geometry (same formula, charge and spin): 5.5 kcal per mole
- Kohn-Sham gap (alpha / beta): 3.01 / 3.04 eV

Each line ends with the Mulliken spin population.
Element x y z (Å)
1 Br -2.39 -1.09 2.17  -0.0238
2 V -0.06 -0.23 1.54  0.0464
3 P -2.34 -3.44 -1.63  0.6387
4 P 0.30 0.71 3.58  -0.0034
5 P 2.01 -1.21 1.29  -0.0016
6 O 1.30 2.02 3.66  0.0012
7 O 0.98 -0.24 4.74  -0.0008
8 O -0.99 1.34 4.34  0.0008
9 N -1.08 7.45 -6.19  0.0031
10 C 2.03 0.18 5.61  0.0002
11 C -1.12 5.14 -5.59  0.0013
12 C -0.87 2.47 -1.52  0.0015
13 C -0.68 3.49 -2.47  0.0045
14 C -1.25 6.17 -6.52  -0.0005
15 C -0.54 -3.63 -1.40  0.0602
16 C -2.12 1.80 -1.47  -0.0081
17 C -0.08 -5.03 -1.81  0.0209
18 C 0.78 3.35 3.48  -0.0001
19 C -3.04 -3.48 0.05  0.0728
20 C 3.13 -3.82 1.49  -0.0007
21 C -1.85 0.56 5.20  -0.0002
22 C -0.63 6.82 -3.92  0.0015
23 C -0.70 4.42 -3.26  0.0012
24 C 2.26 -2.79 2.20  0.0009
25 C 0.17 2.26 -0.64  0.0070
26 C 2.00 -1.53 -0.52  -0.0040
27 C 3.47 -0.16 1.70  0.0005
28 C 4.81 -0.89 1.72  -0.0005
29 C -1.36 0.76 0.47  -0.0235
30 C -0.08 1.37 0.42  -0.0051
31 C -0.80 5.46 -4.25  0.0017
32 C -2.41 0.94 -0.41  0.0157
33 C -2.88 -1.77 -3.79  0.0229
34 C 2.88 -0.60 -1.35  0.0002
35 C -0.79 7.78 -4.93  -0.0006
36 C -4.49 -3.97 0.11  0.0217
37 C -2.59 -1.75 -2.28  0.0712
38 H -0.25 -5.76 -1.01  -0.0021
39 H 3.30 -4.68 2.16  0.0000
40 H -1.69 -1.16 -2.05  0.0339
41 H 1.85 1.18 6.05  0.0000
42 H 2.26 -2.58 -0.69  -0.0024
43 H -2.39 -4.11 0.67  -0.0116
44 H 1.26 -3.19 2.39  0.0001
45 H -2.85 2.03 -2.25  -0.0012
46 H -0.40 7.14 -2.91  0.0000
47 H 0.16 3.65 4.33  0.0000
48 H -3.68 -2.49 -4.03  -0.0031
49 H -0.61 -5.38 -2.70  -0.0015
50 H -2.88 0.76 4.89  0.0001
51 H -1.72 0.88 6.24  -0.0004
52 H -3.43 -1.30 -1.74  -0.0099
53 H 1.12 2.79 -0.75  0.0000
54 H -2.96 -2.45 0.45  0.0405
55 H -3.22 -0.78 -4.12  -0.0001
56 H 2.66 -4.21 0.59  0.0009
57 H -4.82 -4.03 1.15  -0.0005
58 H 3.49 0.66 0.97  -0.0004
59 H 4.85 -1.64 2.52  0.0000
60 H -1.28 4.11 -5.90  -0.0001
61 H -0.06 -2.87 -2.04  -0.0064
62 H -5.17 -3.29 -0.42  0.0014
63 H -2.00 -2.03 -4.38  -0.0005
64 H 2.74 -0.84 -2.41  -0.0001
65 H 5.05 -1.39 0.77  0.0000
66 H 5.61 -0.16 1.91  0.0000
67 H -0.67 8.84 -4.70  0.0000
68 H 0.20 3.45 2.55  -0.0003
69 H 2.68 -2.52 3.18  0.0000
70 H -1.66 -0.52 5.12  -0.0002
71 H 3.26 0.29 2.68  0.0001
72 H 2.99 0.17 5.08  0.0000
73 H 0.99 -5.03 -2.04  0.0027
74 H 0.75 1.19 1.20  0.0020
75 H -1.50 5.95 -7.56  0.0000
76 H -3.36 0.44 -0.28  -0.0021
77 H 2.06 -0.55 6.42  -0.0001
78 H 3.94 -0.72 -1.11  0.0001
79 H -0.31 -3.40 -0.35  0.0307
80 H 0.95 -1.42 -0.85  0.0088
81 H 1.65 4.02 3.43  0.0000
82 H -4.59 -4.97 -0.33  -0.0021
83 H 2.60 0.46 -1.21  0.0002
84 H 4.12 -3.43 1.23  0.0001


No. 3
DFT (ωB97M-V with the def2-TZVPD basis set) results for C28H47BrNOP3Sn as an isolated structure at a distorted geometry.

- F_max: 0.0447 Eh/bohr
- Lowest unoccupied orbital energy (alpha / beta): -7.63 / -7.81 eV
- Highest occupied orbital energy (alpha / beta): -0.4567 / -0.4507 Eh
- Total energy: -5036.8133 Ha
- Total charge: +2
- Energy relative to the best compared isomer or geometry (same formula, charge and spin): 53.4 kcal per mole
- Kohn-Sham gap (alpha / beta): 4.79 / 4.45 eV

Each line ends with the Löwdin charge.
Element x y z (Å)
1 Sn -0.58 -0.45 0.28  1.1719
2 Br 5.00 0.04 2.40  0.8891
3 P 1.37 2.79 1.41  0.6041
4 P 1.00 -0.92 -1.56  0.8758
5 P -1.86 1.71 -1.07  0.8943
6 O 0.66 1.44 1.31  -0.5025
7 N -2.49 -5.79 4.20  0.0784
8 C 3.12 2.73 1.03  -0.1886
9 C -1.72 -3.58 3.73  -0.0019
10 C 0.03 -0.35 -3.02  -0.4102
11 C -1.60 -3.87 2.34  -0.2102
12 C 1.11 -1.89 2.59  -0.2577
13 C 3.57 -0.93 3.03  -0.7061
14 C -2.16 -4.56 4.61  -0.1119
15 C 1.10 -3.76 -2.43  -0.1075
16 C 3.48 -2.27 2.68  -0.1084
17 C 2.21 -2.73 2.39  -0.0250
18 C -3.37 1.06 -1.89  -0.3987
19 C 1.24 -0.81 3.49  -0.0393
20 C -1.12 2.92 -2.27  -0.3980
21 C -3.64 3.80 -0.37  -0.1231
22 C 1.34 3.51 3.08  -0.1371
23 C -2.67 2.79 0.21  -0.3786
24 C 1.15 -2.73 -1.29  -0.3808
25 C 0.35 -0.64 -4.47  -0.1022
26 C -1.04 -2.81 1.52  -0.0346
27 C 3.74 -0.36 -2.44  -0.1077
28 C 2.52 -0.33 3.75  -0.0954
29 C -2.42 -6.07 2.90  -0.1184
30 C 2.56 0.03 -1.54  -0.3722
31 C 0.77 3.98 0.21  -0.1695
32 C -2.00 -5.16 1.93  0.0017
33 C -4.12 0.05 -1.02  -0.1390
34 C -0.09 -1.96 1.74  -0.3712
35 C -1.96 3.30 -3.49  -0.1234
36 H 4.56 0.38 -2.33  0.0898
37 H 1.26 -0.12 -4.79  0.0787
38 H 0.66 4.38 3.09  0.0679
39 H -0.46 -0.22 -5.08  0.0890
40 H -3.97 4.47 0.42  0.0911
41 H 2.06 -3.77 -2.97  0.0812
42 H 4.16 -1.33 -2.16  0.0791
43 H -4.84 0.55 -0.37  0.0856
44 H -3.06 0.60 -2.84  0.0804
45 H -2.71 -7.10 2.66  0.1218
46 H -2.06 2.48 -4.21  0.0786
47 H -0.86 3.84 -1.73  0.0601
48 H 3.28 2.82 -0.05  0.0578
49 H 2.65 0.53 4.43  0.1257
50 H -2.23 -4.36 5.68  0.1204
51 H 3.50 1.78 1.41  -0.0480
52 H -1.00 -0.69 -2.82  0.0709
53 H 2.28 1.06 -1.84  0.0851
54 H 0.41 -1.71 -4.68  0.0734
55 H 0.33 -2.97 -0.58  0.0278
56 H 2.36 3.84 3.34  0.0642
57 H 2.06 -3.69 1.90  0.1340
58 H 0.35 -0.28 3.86  0.1319
59 H 3.63 3.56 1.55  0.0737
60 H 0.28 -3.59 -3.13  0.0727
61 H -3.19 2.09 0.89  0.0900
62 H -3.19 4.41 -1.16  0.0707
63 H -1.42 -2.62 4.16  0.1156
64 H 1.09 3.62 -0.78  0.0538
65 H -1.48 4.13 -4.02  0.0928
66 H -4.69 -0.63 -1.67  0.0894
67 H 4.36 -2.86 2.47  0.1216
68 H 2.08 -2.86 -0.71  0.0946
69 H -4.02 1.91 -2.12  0.0742
70 H 0.98 -4.76 -1.99  0.0897
71 H 2.90 0.07 -0.49  0.0710
72 H -2.97 3.65 -3.21  0.0683
73 H 0.99 2.76 3.79  0.0552
74 H -0.17 2.50 -2.64  0.0540
75 H -1.94 -5.51 0.90  0.1118
76 H -4.54 3.32 -0.77  0.0772
77 H -0.33 4.06 0.24  0.0233
78 H 3.50 -0.38 -3.51  0.0745
79 H -1.89 3.27 0.81  0.0535
80 H -3.43 -0.54 -0.40  0.0147
81 H 0.04 0.75 -2.90  0.0289
82 H 1.21 4.97 0.39  0.0863


Which value of F_max does entry 2 give? 0.1676 Eh/bohr